DFT (ωB97M-V with the def2-TZVPD basis set) results for a structure of composition C2H5NS2.

```
! wB97M-V def2-TZVPD RIJCOSX def2/J DEFGRID3
* xyz 0 1
C -0.9838 0.3912 0.8265
C -0.2690 -0.1875 -0.3572
H 0.5431 1.9975 0.6591
H -0.3936 0.0294 1.7263
H -1.9227 0.1847 1.0354
H -0.9125 0.0200 -1.2820
H 2.5988 -2.2404 -1.5366
N 0.8595 -0.7834 -0.2119
S -0.7959 2.2198 0.6860
S 1.2762 -1.6312 -1.5454
*
```

The gap between HOMO and LUMO is 9.28 eV. Its energy above the lowest of the compared OMol25 structures with the same formula, charge and spin is 2.4042 eV. The LUMO energy comes out at 0.022 Eh. For the HOMO energy, the calculation gives -8.67 eV.

DFT (ωB97M-V with the def2-TZVPD basis set) results for the molecule C4H8Se.

```
! wB97M-V def2-TZVPD RIJCOSX def2/J DEFGRID3
* xyz 0 3
C -1.1334 -0.0805 -0.6673
C -1.1020 0.9409 0.3694
C 0.2789 -0.5756 -1.1141
C 1.5163 -0.1674 1.4232
Se 1.1742 -1.5622 0.3098
H -1.7392 -0.9360 -0.3633
H -1.5494 0.3323 -1.5946
H -0.6413 1.8890 0.1679
H -1.5851 0.8043 1.3151
H 0.2111 -1.2371 -1.9790
H 0.9011 0.2854 -1.3647
H 2.0288 0.6955 1.0315
H 1.6401 -0.3885 2.4661
*
```

The gap between HOMO and LUMO (alpha / beta) is 7.74 / 8.51 eV. Its energy above the lowest of the compared OMol25 structures with the same formula, charge and spin is 0.0000 eV. The LUMO energy (alpha / beta) comes out at 0.033 / -0.018 Eh. For the HOMO energy (alpha / beta), the calculation gives -6.83 / -9.00 eV.

DFT (ωB97M-V with the def2-TZVPD basis set) results for a cluster of 6 separate species, C12H33N3O15S3 in total.

```
! wB97M-V def2-TZVPD RIJCOSX def2/J DEFGRID3
* xyz 0 1
C -2.1442 1.3697 2.9605
C -2.0392 1.0306 4.4312
O -2.1558 -0.3951 4.6008
S -3.1364 -0.9166 5.7340
C -2.2331 -0.5450 7.2137
O -4.3283 -0.1250 5.6873
O -3.1985 -2.3267 5.5685
H -2.1524 2.4512 2.8173
H -3.0548 0.9384 2.5438
H -1.3319 1.0253 2.3178
H -1.0957 1.3669 4.8572
H -2.8922 1.5048 4.9152
H -1.3548 -1.1831 7.1899
H -2.8592 -0.8034 8.0625
H -2.0350 0.5229 7.1912
C 4.6542 -0.1666 -5.9425
C 3.2861 -0.6037 -5.3890
O 3.1800 -2.0027 -5.2182
S 3.6489 -2.6804 -3.8610
C 2.2662 -2.3914 -2.8027
O 3.7592 -4.0636 -4.1489
O 4.7634 -1.9363 -3.3597
H 4.6125 0.9027 -6.1396
H 4.8135 -0.6976 -6.8849
H 5.4474 -0.4318 -5.2524
H 3.1903 -0.0793 -4.4284
H 2.5126 -0.2310 -6.0541
H 2.0949 -3.3319 -2.2785
H 1.3439 -2.2121 -3.3458
H 2.4424 -1.5827 -2.1064
C 2.6711 1.4642 -1.4668
C 2.4049 2.7019 -0.6304
O 3.6477 3.2923 -0.2371
S 3.7604 4.8766 -0.4094
C 5.1462 5.0903 0.6524
O 4.1248 5.1450 -1.7627
O 2.6069 5.4871 0.1543
H 1.7503 0.8820 -1.5410
H 3.4764 0.8814 -1.0141
H 2.9795 1.6888 -2.4877
H 1.8618 3.4079 -1.2667
H 1.7758 2.4842 0.2299
H 5.6794 5.9819 0.3292
H 5.8080 4.2407 0.5124
H 4.7929 5.1668 1.6738
C -4.6445 -1.9940 2.7835
N -5.0171 -2.4184 1.4009
O -6.1237 -2.1333 1.0115
O -4.1815 -3.0200 0.7471
H -4.2892 -0.9733 2.6586
H -3.8954 -2.6350 3.2233
H -5.5684 -1.9879 3.3501
C -4.0061 -1.8439 -2.8065
N -4.4125 -0.4865 -2.3496
O -3.9348 -0.0787 -1.3076
O -5.1925 0.1256 -3.0438
H -3.1879 -2.1946 -2.1930
H -3.6714 -1.6862 -3.8317
H -4.8483 -2.5243 -2.7919
C -1.1805 -1.3555 0.6765
N -0.2832 -1.9451 -0.3609
O -0.0888 -1.2771 -1.3663
O 0.1927 -3.0344 -0.1568
H -1.8603 -0.6812 0.1678
H -0.5384 -0.9062 1.4274
H -1.7582 -2.1475 1.1467
*
```

The gap between HOMO and LUMO is 10.84 eV. The SMILES is CCOS(C)(=O)=O.CCOS(C)(=O)=O.CCOS(C)(=O)=O.C[N+](=O)[O-].C[N+](=O)[O-].C[N+](=O)[O-]. Its energy above the lowest of the compared OMol25 structures with the same formula, charge and spin is 0.0940 eV. The LUMO energy comes out at -0.007 Eh. For the HOMO energy, the calculation gives -11.03 eV.

DFT (ωB97M-V with the def2-TZVPD basis set) results for a structure of composition C23H44Cl2N8O11P2Tc.

```
! wB97M-V def2-TZVPD RIJCOSX def2/J DEFGRID3
* xyz 2 4
Tc 1.0138 -0.8515 0.1604
C 3.2148 0.4542 -1.5730
N 3.1279 -0.5974 -0.5151
C 3.9815 -0.2085 0.6430
C 3.6262 -1.8786 -1.1007
C 2.8921 -3.0492 -0.5188
N 1.4157 -2.8219 -0.5676
C 0.9134 -2.7215 -1.9697
C 0.7468 -3.9984 0.0761
H 4.2407 0.5148 -1.9411
H 2.9169 1.4125 -1.1669
H 2.5564 0.1993 -2.4047
H 4.9804 0.0429 0.2835
H 4.0471 -1.0381 1.3448
H 3.5413 0.6410 1.1492
H 4.6939 -1.9933 -0.9081
H 3.5030 -1.8281 -2.1812
H 3.1463 -3.2096 0.5240
H 3.1413 -3.9574 -1.0724
H 1.2070 -3.6101 -2.5311
H 1.3222 -1.8424 -2.4767
H -0.1719 -2.6546 -1.9537
H 1.0716 -4.8925 -0.4583
H -0.3282 -3.8925 -0.0095
H 1.0390 -4.0669 1.1153
C -0.6994 1.6609 2.6935
N 0.1855 2.6908 2.1347
C -0.0440 4.0216 2.7139
P 0.7709 2.5556 0.6480
O 1.2861 1.1650 0.3271
O -0.3564 2.8486 -0.4490
P -0.7830 1.8096 -1.6761
O -0.2089 0.4481 -1.4312
N -2.3858 1.8378 -1.7201
C -3.1637 0.9227 -0.8734
C -3.1369 2.9690 -2.2701
N -0.1991 2.5380 -3.0197
C 0.4983 1.6698 -3.9785
C 0.2755 3.9226 -3.0253
N 1.8793 3.7068 0.3701
C 1.5459 5.0714 -0.0669
C 3.1418 3.6408 1.1224
H -0.5441 1.6133 3.7683
H -0.4896 0.6901 2.2714
H -1.7489 1.9037 2.5015
H 0.0226 3.9432 3.7974
H -1.0338 4.4046 2.4556
H 0.7075 4.7291 2.3783
H -2.5290 0.1248 -0.4985
H -3.9688 0.4835 -1.4625
H -3.6082 1.4521 -0.0276
H -2.5350 3.5060 -2.9979
H -3.4523 3.6564 -1.4820
H -4.0265 2.5940 -2.7745
H -0.0178 0.7183 -4.0814
H 1.5334 1.4775 -3.6754
H 0.5098 2.1595 -4.9504
H -0.3501 4.5453 -2.3925
H 0.2148 4.3085 -4.0417
H 1.3123 4.0033 -2.6840
H 0.5311 5.1235 -0.4425
H 2.2316 5.3771 -0.8572
H 1.6501 5.7718 0.7632
H 3.2997 2.6441 1.5251
H 3.1374 4.3473 1.9555
H 3.9732 3.8924 0.4636
Cl 3.0966 -0.0497 4.4167
C 1.9775 -1.4263 4.2773
Cl 0.3956 -1.0797 4.9430
C 1.9154 -1.8261 2.8131
O 2.3387 -2.8815 2.4436
O 1.4493 -0.8545 1.9962
H 2.4004 -2.2602 4.8231
O -1.5071 -1.0927 2.3569
C -1.6420 -1.6641 1.3159
O -0.7140 -1.6108 0.3110
C -2.8037 -2.5113 0.9514
C -3.6208 -3.0000 1.9645
C -4.6567 -3.8404 1.6188
C -4.9155 -4.2201 0.3165
C -4.0892 -3.7033 -0.6602
C -3.0441 -2.8548 -0.3726
N -4.2976 -4.1014 -2.0734
O -3.4656 -3.7232 -2.8763
O -5.2648 -4.7742 -2.3225
N -5.5219 -4.3801 2.6999
O -6.3960 -5.1446 2.3699
O -5.2795 -4.0094 3.8262
H -3.4504 -2.7382 2.9997
H -5.7286 -4.8918 0.0787
H -2.4406 -2.4624 -1.1764
*
```

The gap between HOMO and LUMO (alpha / beta) is 8.35 / 7.63 eV. Its energy above the lowest of the compared OMol25 structures with the same formula, charge and spin is 1.4804 eV. The LUMO energy (alpha / beta) comes out at -0.241 / -0.268 Eh. For the HOMO energy (alpha / beta), the calculation gives -14.92 / -14.93 eV.

DFT (ωB97M-V with the def2-TZVPD basis set) results for a cluster of 8 separate species, C35H65Br3O35S8 in total.

```
! wB97M-V def2-TZVPD RIJCOSX def2/J DEFGRID3
* xyz 0 1
C -4.1345 0.6672 2.5606
C -3.8693 0.8702 0.9299
C -2.3619 1.4949 0.6393
C -1.2765 0.3285 0.1315
C -1.2915 0.3116 -1.5411
C -0.0632 -0.5645 -2.1904
C 0.9315 0.2653 -3.1928
C 0.1583 0.6266 -4.5823
C -0.5844 -0.5841 -5.3720
C -2.1795 -0.8164 -4.9241
C -2.3965 -2.4308 -4.7403
C 2.2430 -0.7634 -3.2716
Br 1.9782 -2.7059 -3.6000
O 3.1032 0.0443 -4.2008
C 3.0889 1.3881 -3.5288
O 4.1579 2.1510 -3.7287
C 1.7205 1.6233 -2.5948
C 2.0581 1.4345 -0.9656
C 3.6046 1.9450 -0.5821
O 4.5188 0.7674 -0.7013
C 0.9896 3.0620 -2.8752
Br 1.4637 3.8889 -4.6794
C 1.2584 4.2471 -1.7851
C 0.0472 4.3929 -0.6388
Br 1.1086 5.9941 -2.8375
H -5.2796 0.5258 2.8158
H -3.7659 1.6136 3.1861
H -3.4833 -0.2754 2.8741
H -3.9655 -0.1552 0.3520
H -4.7364 1.5617 0.5177
H -2.4850 2.3589 -0.1505
H -2.0206 1.9994 1.6425
H -0.2127 0.5237 0.5776
H -1.7189 -0.7076 0.4776
H -2.3170 -0.2346 -1.8157
H -1.3949 1.4023 -1.9496
H -0.5805 -1.4881 -2.7430
H 0.4952 -1.0699 -1.2634
H 0.9821 1.0657 -5.3267
H -0.6501 1.5002 -4.4893
H -0.0385 -1.6141 -5.3934
H -0.6608 -0.2415 -6.5144
H -2.4982 -0.1607 -4.0094
H -2.8797 -0.4730 -5.8281
H -1.7427 -2.9743 -5.5783
H -3.5135 -2.7888 -4.9607
H -1.9835 -2.8536 -3.7131
H 2.9708 -0.7937 -2.3257
H 2.0852 0.2811 -0.6540
H 1.2378 1.9102 -0.2733
H 3.6191 2.2730 0.5542
H 3.9618 2.8527 -1.2259
H 5.1720 0.9151 -1.4632
H -0.1970 2.9364 -2.9245
H 2.3308 4.2911 -1.3256
H -0.4541 3.3519 -0.4507
H -0.7541 5.1552 -1.0238
H 0.5239 4.7452 0.3964
C -0.7121 -2.5806 5.7333
C -0.0672 -3.5665 4.7627
O -1.0398 -3.7747 3.7411
S -1.9018 -2.4042 3.5430
O -1.3421 -1.6767 2.4256
O -3.3055 -2.7282 3.6476
O -1.4366 -1.6614 4.9177
H -1.4250 -3.0860 6.3927
H 0.0295 -2.0516 6.3378
H 0.1961 -4.5119 5.2429
H 0.8247 -3.1344 4.2968
C 4.4985 -4.8117 -5.9063
C 3.3167 -4.0596 -6.5123
O 3.5830 -4.0117 -7.9122
S 4.3982 -5.3572 -8.3428
O 3.4486 -6.3094 -8.8744
O 5.5943 -4.9604 -9.0488
O 4.8167 -5.8398 -6.8428
H 5.3719 -4.1591 -5.8071
H 4.2565 -5.2449 -4.9322
H 3.2116 -3.0512 -6.1050
H 2.3817 -4.6105 -6.3651
C -4.7471 -3.8497 7.6425
C -5.3608 -2.5068 7.2558
O -5.2093 -1.6815 8.4085
S -3.8429 -2.1087 9.1902
O -2.7910 -1.2013 8.7888
O -4.1704 -2.3723 10.5721
O -3.6027 -3.5324 8.4330
H -5.4361 -4.4347 8.2602
H -4.4554 -4.4375 6.7680
H -6.4144 -2.5943 6.9800
H -4.8068 -2.0426 6.4330
C 4.4956 2.2218 -8.5021
C 3.2177 2.7384 -9.1577
O 2.1653 1.9670 -8.5830
S 2.5654 1.5850 -7.0486
O 1.9270 2.5358 -6.1657
O 2.4422 0.1549 -6.8868
O 4.1486 1.9622 -7.1429
H 4.8189 1.2800 -8.9569
H 5.3101 2.9492 -8.5555
H 3.2311 2.6235 -10.2441
H 3.0424 3.7896 -8.9053
C -9.4867 -2.6301 11.0879
C -8.9060 -1.9879 12.3449
O -7.6369 -1.4731 11.9488
S -7.7163 -1.0124 10.3861
O -7.9555 0.4133 10.3476
O -6.6379 -1.6493 9.6665
O -9.1097 -1.7719 10.0125
H -9.0446 -3.6154 10.9085
H -10.5748 -2.7240 11.1373
H -8.7937 -2.7024 13.1638
H -9.5226 -1.1465 12.6784
C -3.0192 8.7516 -0.0473
C -3.3767 8.7062 1.4359
O -3.8630 7.3852 1.6623
S -3.0879 6.3565 0.6616
O -2.0022 5.7452 1.3955
O -4.0763 5.5925 -0.0634
O -2.4565 7.4745 -0.3431
H -3.9141 8.8807 -0.6647
H -2.3033 9.5458 -0.2753
H -4.1334 9.4471 1.7048
H -2.4884 8.8506 2.0599
C 2.2022 1.6045 7.9594
C 1.0203 2.3566 7.3534
O 1.2866 2.4045 5.9536
S 2.1019 1.0590 5.5230
O 1.1523 0.1068 4.9914
O 3.2979 1.4558 4.8170
O 2.5204 0.5764 7.0229
H 3.0756 2.2571 8.0587
H 1.9601 1.1713 8.9336
H 0.9153 3.3650 7.7607
H 0.0853 1.8057 7.5006
C 8.8692 -5.3372 -6.7676
C 8.2555 -3.9942 -7.1543
O 8.4070 -3.1689 -6.0016
S 9.7734 -3.5962 -5.2200
O 10.8254 -2.6887 -5.6213
O 9.4459 -3.8597 -3.8381
O 10.0136 -5.0198 -5.9772
H 8.1802 -5.9221 -6.1499
H 9.1609 -5.9249 -7.6421
H 7.2020 -4.0817 -7.4302
H 8.8096 -3.5301 -7.9771
*
```

The gap between HOMO and LUMO is 7.36 eV. The LUMO energy comes out at 0.012 Eh. For the HOMO energy, the calculation gives -7.04 eV.

DFT (ωB97M-V with the def2-TZVPD basis set) results for the molecule C4H4N2O.

```
! wB97M-V def2-TZVPD RIJCOSX def2/J DEFGRID3
* xyz 0 1
C -0.9442 -0.7513 -0.1860
C -0.2646 -0.2443 -1.3227
N 0.9869 0.3613 -1.1360
C 0.9561 1.2392 -0.1617
O -0.0193 1.5645 0.5663
N -0.0567 0.5541 1.6196
C -0.3863 -0.6955 1.1841
H -1.7449 -1.6003 -0.0160
H -0.3735 -0.6890 -2.3714
H 2.0848 1.6681 -0.2625
H -0.2382 -1.4068 2.0864
*
```

The gap between HOMO and LUMO is 9.27 eV. The SMILES is C1=CN=CON=C1. Its energy above the lowest of the compared OMol25 structures with the same formula, charge and spin is 5.5600 eV. The LUMO energy comes out at -0.002 Eh. For the HOMO energy, the calculation gives -9.31 eV.